(1)
37
Properties=species:S:1:pos:R:3:forces:R:3 method="wB97M-V/def2-TZVPD" e_homo_ev=-8.88 homo_lumo_gap_ev=9.52 energy_ev=-27321.4878 spin_multiplicity=1 total_charge=0 e_above_lowest_ev=4.286 smiles="NC(=O)CC[C@H](NC(=O)[C@@H](N)Cc1c[nH]cn1)C(=O)O"
O 0.133 3.749 -0.212 -1.00 -1.86 0.52
O -0.061 -0.667 -1.350 0.78 -1.93 0.63
O 0.200 2.583 1.721 -0.57 0.33 0.21
O -4.159 -0.101 1.129 0.36 -0.22 0.50
N -4.067 -1.640 -0.556 -0.20 1.63 2.68
N -0.596 0.300 0.515 0.65 -2.08 3.40
N 4.824 0.512 -0.148 1.78 0.31 -0.49
N 2.709 0.432 -0.243 -2.76 -0.50 1.35
N -0.325 -2.795 0.785 -0.53 -3.62 0.74
C -0.005 -0.740 -0.122 -0.78 2.58 -0.80
C -3.151 0.663 -0.855 -2.40 1.23 -2.82
C -3.783 -0.366 0.015 -1.47 -0.51 0.32
C -0.868 1.471 -0.090 -2.43 4.02 -4.45
C -2.404 1.736 -0.128 0.16 1.16 1.35
C 3.182 -0.799 0.161 -4.48 -0.88 -2.25
C 4.515 -0.840 0.080 3.56 0.50 0.21
C 3.714 1.196 -0.351 -0.19 1.65 1.15
C -0.204 2.635 0.600 2.22 0.97 -0.81
C 2.094 -1.905 0.168 0.75 -1.29 1.55
C 0.606 -1.769 0.799 2.15 2.09 -1.35
H -0.643 1.548 -1.275 0.24 -0.87 2.86
H -2.850 1.843 0.885 0.52 -0.67 -0.23
H 1.944 -2.373 -0.777 0.15 0.01 -1.07
H -2.613 2.760 -0.461 0.21 -0.28 -0.78
H 5.399 -1.556 0.141 -1.90 0.86 0.13
H -0.022 3.434 -1.123 0.07 0.49 0.37
H 3.702 2.280 -0.175 -0.04 -0.37 -1.06
H -1.199 -2.791 0.316 -0.12 0.79 -0.81
H -3.987 1.233 -1.484 1.00 -1.28 1.62
H -3.674 -1.676 -1.425 1.28 -0.70 -2.75
H -2.707 0.155 -1.706 1.12 0.16 0.17
H 0.806 -1.413 1.803 -0.39 0.61 0.24
H -0.351 -3.596 1.416 0.81 0.74 -0.07
H -3.723 -2.355 0.065 -0.41 -0.35 0.03
H -0.631 0.394 1.550 0.41 -0.49 -1.07
H 2.606 -2.629 0.770 -0.06 -1.15 0.44
H 5.589 1.088 -0.441 1.49 -1.11 0.38

(2)
16
Properties=species:S:1:pos:R:3:forces:R:3 method="wB97M-V/def2-TZVPD" e_homo_ev=-12.91 homo_lumo_gap_ev=8.21 energy_ev=-9773.5537 spin_multiplicity=1 total_charge=+1 e_above_lowest_ev=4.988
N -1.275 0.955 2.153 -1.85 -2.52 0.04
N -0.200 -0.771 0.532 -0.06 0.75 1.67
N -0.208 0.453 0.268 0.80 1.35 0.47
C 0.546 -1.436 -0.445 1.13 -3.68 -3.24
C 1.125 -0.474 -1.507 -0.29 1.34 0.90
C -0.777 1.474 1.011 0.87 -3.37 0.67
C 0.452 0.866 -1.001 0.57 0.10 -0.94
C -1.647 -0.062 2.654 1.63 4.34 -1.50
H -0.130 -2.101 -0.984 -0.82 0.15 -0.05
H -0.500 1.190 -1.498 1.52 0.15 -0.69
H 1.254 -2.318 -0.230 -0.55 1.90 1.10
H -0.898 2.396 0.550 -0.20 1.53 0.08
H 0.867 -0.710 -2.563 0.16 0.05 0.93
H 2.223 -0.394 -1.381 -0.69 0.05 -0.32
H 1.276 1.657 -0.868 -1.88 -0.86 0.06
H -2.107 -0.725 3.308 -0.33 -1.27 0.81

(3)
113
Properties=species:S:1:pos:R:3:forces:R:3 method="wB97M-V/def2-TZVPD" e_homo_ev=-4.12 homo_lumo_gap_ev=5.70 energy_ev=-166545.0254 spin_multiplicity=1 total_charge=-1
Lu -0.741 -1.749 0.468 0.42 -0.63 0.91
S -3.042 -2.842 -0.310 0.05 0.12 -0.21
S 1.640 -3.312 1.782 0.68 0.26 0.39
S -1.233 -2.440 3.296 0.16 0.05 -0.06
S 5.947 4.452 1.615 0.47 -0.29 -1.38
S 1.477 -0.081 1.503 -1.07 0.12 -0.26
P -0.055 0.069 -2.508 0.28 -1.53 1.07
F -2.269 4.417 -1.508 -0.05 -0.66 1.03
O -2.022 -0.090 0.948 -1.29 1.85 1.07
O -4.117 -1.701 2.721 1.04 -0.24 -0.38
O 0.739 -0.536 -3.783 0.48 0.74 -0.01
O 0.354 1.455 -2.236 0.12 0.23 0.22
O -1.554 -0.106 -2.918 -1.45 0.07 -0.82
O 0.007 -1.011 -1.376 0.41 1.07 -1.06
O -3.664 -1.002 4.873 -0.24 -0.09 -1.44
N -2.937 2.801 3.690 -0.25 -1.34 1.59
N 7.056 2.925 -0.381 -0.25 -0.38 1.07
N 6.349 4.820 -1.099 0.17 -0.27 -0.07
N -0.293 -4.085 -0.305 2.10 -0.70 -2.91
C 6.432 4.057 0.038 0.32 0.58 -0.44
C 6.682 4.102 -2.339 -0.61 0.74 0.15
C 5.394 -0.641 2.096 -1.05 0.08 0.54
C -0.807 -5.796 -1.965 2.65 0.13 -0.60
C 3.080 -2.300 2.057 0.21 1.51 0.47
C -2.972 3.724 4.819 -0.96 0.90 0.16
C -3.887 -3.067 2.980 -0.42 -0.14 1.36
C -2.542 0.771 1.726 -0.23 -2.58 1.29
C -2.629 -3.476 3.509 -0.71 0.46 -0.78
C -2.902 5.610 3.140 -0.72 1.43 0.13
C -3.813 -5.446 4.394 1.08 1.32 -0.40
C -5.007 -5.038 3.820 -0.28 -0.46 -0.44
C -2.295 5.058 4.405 -0.52 -1.14 0.32
C -2.412 0.435 -4.001 0.52 -1.23 0.88
C -2.610 -4.437 -1.079 -1.26 0.61 -0.29
C -2.332 3.096 6.061 -0.81 -0.28 -0.17
C -5.010 -3.867 3.032 -1.49 -0.48 0.05
C 2.091 -3.499 0.062 -0.41 1.91 -0.63
C -2.709 3.210 2.433 -0.17 -1.02 -2.94
C -2.816 4.572 2.051 -0.28 0.23 0.22
C 2.933 -0.903 1.870 0.90 0.03 0.21
C -1.170 -4.758 -1.130 0.46 0.20 2.00
C 2.037 0.034 -4.222 -0.23 -1.13 1.78
C 2.467 -0.997 -5.274 1.58 0.62 0.71
C -2.403 3.974 -0.205 -0.82 -1.51 -0.92
C 7.183 2.764 -1.789 1.60 0.13 -1.91
C -2.566 -0.744 -4.973 0.98 -0.77 1.35
C -3.713 0.650 -3.317 -2.11 -0.16 0.00
C -1.774 1.674 -4.572 0.83 0.02 0.03
C -3.202 0.465 3.045 1.06 0.53 -0.29
C -3.250 1.494 3.956 -0.17 0.55 -1.69
C 4.117 -0.108 1.992 0.01 0.40 -0.33
C 4.342 -2.808 2.401 -0.49 0.06 -0.48
C 5.501 -2.030 2.331 0.88 -0.32 0.72
C -2.334 2.592 0.094 0.50 1.41 -0.21
C 1.073 -4.303 -0.612 -2.24 -0.39 -0.64
C 1.913 1.432 -4.793 0.11 -0.02 1.14
C -3.622 -0.860 3.666 0.09 0.48 0.15
C 0.561 -5.968 -2.244 -1.26 -0.63 0.59
C -2.621 -4.677 4.211 -1.55 -0.31 0.19
C 3.045 0.023 -3.003 0.88 -0.36 -0.82
C 1.498 -5.189 -1.593 0.00 -0.73 0.47
C -2.818 4.932 0.711 0.68 -0.76 0.03
C -2.546 2.162 1.419 0.26 3.05 -0.05
H -3.721 1.330 -2.502 0.59 0.73 0.88
H -4.515 1.039 -3.953 0.34 0.08 -0.58
H -3.743 -6.323 4.999 -0.14 -0.44 0.37
H 4.310 -3.845 2.712 0.61 -0.15 -0.12
H 2.827 -0.766 -2.273 -0.01 -0.01 -0.38
H 3.524 -0.745 -5.571 -0.94 -0.49 0.14
H -2.500 2.331 -5.005 -0.62 0.34 -0.37
H -1.505 -6.450 -2.440 -0.61 0.05 -0.18
H 2.554 -5.471 -1.692 -0.36 0.65 -0.06
H 0.982 1.556 -5.328 -0.14 0.17 -0.05
H -1.255 2.236 -3.762 -0.19 -0.43 -0.69
H -3.676 1.318 4.919 0.17 -0.25 0.50
H 7.334 4.626 -3.043 0.83 0.16 0.78
H 2.062 2.193 -3.997 -0.51 -0.46 -0.63
H -2.007 3.960 6.657 0.90 -0.72 -0.04
H -3.931 5.953 3.414 0.32 -0.64 -0.47
H -3.126 2.656 6.677 0.17 -0.16 -0.13
H 8.265 2.637 -2.142 -1.27 -0.11 0.75
H 3.058 -3.936 0.009 0.76 -0.52 -0.22
H -5.972 -3.602 2.504 1.27 0.17 0.83
H 5.961 5.734 -1.113 -0.38 0.35 0.28
H 7.257 2.192 0.266 -0.14 -0.22 0.23
H 1.847 -0.955 -6.135 -0.66 0.22 -0.87
H -3.220 -5.193 -0.543 0.58 0.04 -0.36
H -2.828 -1.669 -4.380 0.41 0.99 -0.49
H -2.912 -4.458 -2.163 -0.11 0.10 0.99
H 4.087 -0.105 -3.384 -0.66 -0.42 0.01
H -2.068 1.842 -0.648 -0.07 0.28 -0.08
H -3.332 -0.637 -5.704 -0.56 0.49 -0.75
H -4.058 3.898 5.057 0.79 0.18 -0.29
H 2.728 1.486 -5.470 0.80 0.49 -0.92
H -3.111 5.906 0.315 0.43 -0.06 0.48
H 0.874 -6.809 -2.859 0.01 0.28 -0.13
H -1.744 -4.909 4.785 0.41 -0.35 -0.14
H 3.174 0.931 -2.427 -0.88 0.46 -0.01
H 5.822 4.041 -2.988 -0.84 -0.61 0.20
H 2.395 -2.017 -4.888 0.23 0.18 0.16
H 6.188 0.124 2.129 0.00 -0.98 0.03
H -2.442 6.591 2.832 0.00 -1.14 0.16
H -4.159 -0.272 -2.932 0.52 -0.17 0.06
H 6.479 -2.486 2.623 -0.93 0.42 -0.43
H 4.019 0.996 1.979 -0.11 -0.82 -0.23
H -1.580 -0.875 -5.421 -0.15 -0.34 -0.28
H 2.170 -2.475 -0.483 -0.25 -1.31 1.04
H -1.079 1.365 -5.376 -0.12 0.39 0.53
H -2.384 5.747 5.223 -0.10 0.37 0.44
H 6.597 1.950 -2.226 0.06 -0.11 0.38
H -5.957 -5.609 4.015 1.12 0.62 -0.49
H -1.666 2.241 5.757 0.06 1.38 0.74
H -1.253 4.823 4.296 0.78 0.03 -0.25

(4)
12
Properties=species:S:1:pos:R:3:forces:R:3 method="wB97M-V/def2-TZVPD" e_homo_ev="-15.86 / -15.83" homo_lumo_gap_ev="6.97 / 6.93" energy_ev=-40021.5899 spin_multiplicity=2 total_charge=+2 e_above_lowest_ev=0.200
Yb 2.732 1.928 -1.211 -0.02 -1.42 0.58
O 2.255 0.062 -0.251 0.11 1.85 -0.76
O -1.483 1.603 -0.454 -1.22 -0.13 0.43
C 1.301 -0.571 0.435 0.17 -0.83 0.70
C -1.062 0.505 -0.149 2.68 0.05 -0.41
C -0.186 -0.405 0.013 -1.79 0.39 -0.52
C 0.529 -1.693 -0.174 0.16 -0.13 0.17
Li -3.059 2.572 0.021 0.24 0.30 -0.38
H -3.431 1.068 0.976 -0.29 -0.48 0.42
H 0.779 -1.958 -1.205 -0.17 0.10 0.30
H 0.218 -2.518 0.471 0.10 0.29 -0.15
H 1.407 -0.592 1.527 0.03 0.01 -0.36

(5)
12
Properties=species:S:1:pos:R:3:forces:R:3 method="wB97M-V/def2-TZVPD" e_homo_ev=-9.32 homo_lumo_gap_ev=9.79 energy_ev=-28398.6814 spin_multiplicity=1 total_charge=0 e_above_lowest_ev=1.549 smiles="C=NSCC(=O)S"
S -1.634 -0.813 0.867 1.64 -0.25 -0.59
S 1.093 0.575 -1.045 0.02 -0.73 0.18
O -1.898 1.732 1.013 2.19 -1.27 -1.11
N 1.488 -1.041 -0.569 -0.30 0.74 0.85
C -1.071 0.850 0.737 -2.75 1.47 1.94
C 1.970 -1.880 -1.367 0.10 -1.38 -0.47
C 0.397 1.085 0.554 1.61 -0.15 0.21
H 2.095 -1.629 -2.434 0.26 -0.45 0.29
H 1.070 0.559 1.297 -1.19 0.35 -0.59
H 2.190 -2.948 -0.979 -0.29 1.91 -0.73
H 0.616 2.139 0.686 -0.19 0.25 -0.18
H -0.329 -1.204 0.611 -1.10 -0.49 0.19